{
  "formula": "C8H26CoN4O5",
  "method": "wB97M-V/def2-TZVPD",
  "spin_multiplicity": 4,
  "energy_ha": -2298.10326,
  "lumo_energy_ev": [0.27, 0.25],
  "s_squared": 3.85,
  "orbital_gap_ev": [5.260, 6.854],
  "symbols": ["O", "H", "Co", "N", "N", "O", "O", "C", "C", "C", "C", "H", "H", "H", "H", "H", "H", "H", "H", "O", "H", "H", "C", "H", "H", "H", "O", "H", "H", "N", "C", "C", "C", "N", "H", "H", "H", "H", "H", "H", "H", "H", "H", "H"],
  "coordinates": [[2.52687, 1.62692, -1.07288], [2.80464, 2.44054, -1.51132], [0.22648, 0.17388, -0.01718], [-1.34601, -0.49235, -0.60475], [0.81310, -0.59161, -1.61184], [-2.47659, -0.63792, 0.19689], [2.05445, -0.45634, -2.11851], [-1.43158, -0.95498, -1.87728], [-0.15407, -1.05386, -2.46225], [-2.74323, -1.32538, -2.45038], [0.12215, -1.52571, -3.83830], [-3.48705, -0.51318, -2.40794], [-3.18609, -2.21917, -1.98099], [-2.62026, -1.56360, -3.51173], [1.19622, -1.65844, -3.99625], [-0.24748, -0.81032, -4.58973], [-0.38820, -2.47952, -4.03646], [-3.18176, -0.87993, -0.44243], [2.37333, 0.55284, -1.75425], [-0.76332, -2.84648, 1.76524], [-1.62900, -3.22041, 1.51952], [-0.12350, -3.51639, 1.46871], [0.66349, 1.92752, -0.33355], [0.79488, 2.31184, 0.70508], [-0.20903, 1.38220, -0.90546], [0.61034, 2.85914, -0.94479], [-1.77379, 4.70561, 0.66312], [-2.62809, 4.52914, 0.24267], [-2.00728, 5.14126, 1.49780], [2.07438, -0.29523, 0.87281], [2.13356, -0.79638, 2.26068], [1.45311, 0.10280, 3.26584], [0.13606, 0.75512, 2.85727], [-0.56726, 0.03988, 1.78821], [2.62909, 0.55505, 0.71629], [2.47815, -0.96334, 0.21105], [1.67551, -1.78992, 2.26921], [3.18379, -0.93068, 2.53824], [1.27358, -0.47454, 4.17704], [2.14002, 0.89737, 3.56326], [-0.52588, 0.83171, 3.73101], [0.30513, 1.78055, 2.51925], [-1.53148, 0.36047, 1.67582], [-0.64733, -0.97817, 1.96326]],
  "lowdin_charge": [-0.27, 0.02, 0.38, -0.17, -0.15, -0.08, -0.13, -0.30, -0.27, -0.05, -0.04, 0.09, 0.09, 0.08, 0.07, 0.09, 0.08, 0.07, 0.00, -0.06, 0.07, 0.06, -0.10, 0.05, 0.07, 0.06, -0.07, 0.04, 0.04, 0.00, -0.23, -0.18, -0.22, -0.03, 0.09, 0.10, 0.10, 0.11, 0.11, 0.11, 0.11, 0.09, 0.10, 0.07]
}